Arrangement w

Density functional theory data (the ωB97M-V functional and the def2-TZVPD basis) for 13 unconnected molecules or ions with the total composition C14H54N10O13.

HOMO = -0.3493 Ha
LUMO level = -0.1 eV
molecular weight = 570.64 g/mol

```
91
C14H54N10O13 (the ωB97M-V functional and the def2-TZVPD basis)
O -2.398 5.378 -0.188
H -2.209 5.366 0.751
H -3.249 5.812 -0.256
O 3.347 -4.735 -3.398
H 2.982 -5.618 -3.325
H 2.839 -4.214 -2.776
O -0.964 -4.704 3.533
H -0.053 -4.959 3.386
H -1.193 -4.179 2.766
O -5.155 -4.571 -3.773
H -4.894 -5.264 -4.379
H -6.085 -4.433 -3.951
O 0.736 7.300 -3.243
H 0.128 7.263 -3.981
H 0.216 7.021 -2.489
C 6.108 2.631 -3.321
O 7.072 2.294 -2.631
N 5.204 3.418 -2.848
N 6.002 2.243 -4.568
H 4.504 3.932 -3.364
H 5.219 3.442 -1.839
H 5.244 2.705 -5.051
H 6.702 1.638 -4.973
C -1.114 -3.214 -8.331
O -1.648 -2.162 -8.323
N -1.095 -3.993 -7.320
N -0.431 -3.725 -9.327
H -1.655 -3.964 -6.480
H -0.697 -4.898 -7.526
H 0.088 -4.573 -9.152
H -0.165 -3.112 -10.085
C -6.526 -7.048 1.516
O -6.503 -7.806 2.504
N -5.454 -6.681 0.914
N -7.620 -6.459 1.103
H -4.611 -6.859 1.441
H -5.458 -6.394 -0.055
H -8.479 -6.766 1.537
H -7.494 -5.909 0.265
C 4.489 5.928 3.341
O 3.537 5.615 4.066
N 4.624 7.126 2.797
N 5.516 5.197 3.047
H 5.490 7.231 2.287
H 3.837 7.732 2.982
H 6.209 5.716 2.527
H 5.613 4.316 3.532
C -3.136 4.251 -7.692
O -2.830 5.277 -7.075
N -2.677 4.008 -8.867
N -3.883 3.238 -7.219
H -2.054 4.725 -9.209
H -2.871 3.255 -9.511
H -3.644 2.368 -7.673
H -4.209 3.300 -6.265
C 1.454 -0.218 0.126
C 0.276 -0.379 -0.832
C 0.362 0.157 -2.290
O 0.178 -1.782 -0.769
H 2.402 -0.575 -0.276
H 1.263 -0.608 1.125
H 1.625 0.822 0.405
H -0.620 0.073 -0.406
H 1.166 -0.341 -2.833
H 0.642 1.209 -2.343
H -0.593 0.009 -2.793
H -0.656 -1.962 -1.210
C -5.809 -0.979 6.252
C -5.475 0.098 5.269
C -6.695 0.491 4.494
O -5.210 1.257 6.108
H -6.140 -1.853 5.692
H -6.309 -0.793 7.203
H -4.883 -1.440 6.596
H -4.590 -0.303 4.774
H -6.445 1.238 3.740
H -7.360 0.859 5.275
H -7.131 -0.437 4.125
H -6.079 1.463 6.460
C 7.064 0.460 7.922
C 6.690 -1.046 8.227
C 5.583 -1.574 7.292
O 7.854 -1.836 8.008
H 7.726 0.852 8.694
H 6.273 1.187 7.736
H 7.556 0.367 6.954
H 6.516 -1.086 9.302
H 5.957 -1.430 6.279
H 4.658 -1.018 7.446
H 5.410 -2.650 7.337
H 8.088 -1.723 7.084
```


Arrangement x

Density functional theory data (the ωB97M-V functional and the def2-TZVPD basis) for 13 unconnected molecules or ions with the total composition C14H54N10O13.

HOMO = -0.3283 Ha
LUMO level = -0.1 eV
molecular weight = 570.64 g/mol

```
91
C14H54N10O13 (the ωB97M-V functional and the def2-TZVPD basis)
C 0.315 3.545 -1.805
C 1.716 4.147 -1.697
O 2.577 3.654 -2.706
H 0.362 2.527 -1.478
H -0.263 3.747 -2.714
H -0.257 3.984 -0.940
H 2.281 3.913 -0.783
H 1.715 5.254 -1.874
H 2.329 2.713 -2.956
C -0.026 -3.454 1.702
O -0.612 -2.939 2.814
N -0.024 -4.740 1.516
N 0.170 -2.694 0.695
H -0.160 -5.307 2.474
H 0.394 -5.168 0.700
H 0.355 -1.706 0.918
H 0.719 -3.097 -0.091
C 0.744 3.702 3.983
O 1.895 2.909 4.243
N 0.055 3.636 2.912
N 0.293 4.619 4.782
H 0.443 2.958 2.255
H -0.519 4.340 2.397
H 0.960 4.719 5.598
H -0.263 5.473 4.492
C 0.805 0.484 0.446
O 0.705 1.784 0.991
N 1.355 -0.537 1.021
N 0.135 0.224 -0.614
H 1.574 -0.323 1.979
H 2.085 -1.122 0.567
H -0.747 0.875 -0.650
H 0.027 -0.641 -1.100
C -4.204 -1.200 -2.758
O -4.301 -0.282 -3.884
N -4.731 -2.375 -2.737
N -3.547 -0.898 -1.601
H -5.049 -2.675 -3.696
H -4.370 -3.158 -2.125
H -3.019 -0.046 -1.713
H -3.062 -1.672 -1.073
C -2.532 -3.909 -1.308
O -1.593 -4.426 -2.311
N -2.288 -3.007 -0.372
N -3.767 -4.338 -1.293
H -1.261 -2.775 -0.121
H -2.884 -2.808 0.361
H -3.957 -5.163 -1.913
H -4.487 -4.170 -0.526
C -0.513 -1.406 -3.608
O 0.075 -1.923 -2.473
H -0.064 -1.737 -4.497
H -0.253 -0.317 -3.564
H -1.594 -1.545 -3.568
H 0.167 -2.886 -2.435
C -2.815 1.950 -2.117
O -2.278 1.417 -0.923
H -3.865 2.061 -2.157
H -2.509 1.612 -3.113
H -2.514 3.022 -2.021
H -2.593 1.973 -0.197
C 3.851 -2.171 1.677
O 3.636 -1.768 0.354
H 3.253 -3.043 1.859
H 3.440 -1.372 2.358
H 4.903 -2.205 1.770
H 4.465 -1.753 0.003
C -2.133 0.051 1.872
O -3.466 0.514 2.114
H -1.840 -0.581 2.736
H -1.466 0.943 1.847
H -1.996 -0.431 0.922
H -3.852 1.035 1.417
C 3.924 1.797 0.233
O 4.414 2.938 0.923
H 3.669 1.088 1.040
H 4.711 1.371 -0.316
H 3.083 1.993 -0.418
H 4.595 3.612 0.242
C 2.653 -0.345 -2.517
O 1.987 0.783 -2.514
H 2.647 -0.790 -3.566
H 2.302 -1.090 -1.827
H 3.655 -0.040 -2.293
H 1.421 0.700 -1.768
C 0.471 0.216 4.156
O 1.835 0.253 3.630
H 0.228 -0.850 4.314
H -0.175 0.624 3.393
H 0.213 0.664 5.130
H 2.239 1.063 3.861
```


Need the numbers? Relative energies in kcal/mol: arrangement w 0.0; arrangement x 179.5.


Arrangement w

Density functional theory data (the ωB97M-V functional and the def2-TZVPD basis) for C5H15N3 in the gas phase.

HOMO = -0.3087 Ha
LUMO level = 1.1 eV
SMILES = CN[C@@H](C)CNCN
molecular weight = 117.20 g/mol

```
23
C5H15N3 (the ωB97M-V functional and the def2-TZVPD basis)
C 2.051 -0.400 -2.196
N 1.139 0.090 -1.058
C 0.695 -0.741 0.108
C 1.895 -1.326 0.876
C -0.167 0.058 1.094
N -1.623 0.051 0.694
C -2.207 1.206 -0.052
N -3.152 1.959 0.792
H 2.171 0.527 -2.806
H 1.486 -1.226 -2.571
H 2.923 -0.804 -1.871
H 1.473 0.936 -0.783
H -0.102 -1.652 -0.113
H 1.622 -1.431 1.926
H 2.108 -2.328 0.569
H 2.924 -0.726 0.846
H 0.078 1.104 1.254
H -0.013 -0.654 2.146
H -2.094 -0.858 0.238
H -2.650 0.856 -0.937
H -1.410 2.063 -0.256
H -4.032 1.789 0.324
H -3.117 1.505 1.775
```


Arrangement x

Density functional theory data (the ωB97M-V functional and the def2-TZVPD basis) for C5H15N3 in the gas phase.

HOMO = -0.3168 Ha
LUMO level = 1.1 eV
SMILES = NCCCCNCN
molecular weight = 117.20 g/mol

```
23
C5H15N3 (the ωB97M-V functional and the def2-TZVPD basis)
N 1.459 -0.123 -1.736
C 1.003 -1.496 -1.551
C -0.279 -1.525 -0.658
C 0.041 -1.390 0.841
C 0.460 -0.010 1.335
N -0.737 0.845 1.600
C -0.825 2.116 0.969
N -1.332 2.160 -0.466
H 2.148 0.177 -1.068
H 0.752 0.594 -1.737
H 0.852 -1.992 -2.509
H 1.779 -2.058 -1.029
H -0.830 -2.461 -0.796
H -1.001 -0.761 -0.965
H -0.859 -1.650 1.407
H 0.761 -2.160 1.132
H 0.887 -0.098 2.342
H 1.201 0.617 0.868
H -1.606 0.332 1.519
H -1.628 2.694 1.444
H 0.063 2.755 0.884
H -0.602 2.205 -1.174
H -1.707 1.230 -0.650
```


Arrangement y

Density functional theory data (the ωB97M-V functional and the def2-TZVPD basis) for 2 unconnected molecules or ions with the total composition C5H15N3.

HOMO = -0.2968 Ha
LUMO level = 1.1 eV
SMILES = N/C=C/N.CCCN
molecular weight = 117.20 g/mol

```
23
C5H15N3 (the ωB97M-V functional and the def2-TZVPD basis)
N 0.056 3.562 0.775
C 0.264 2.350 0.053
C 1.276 2.137 -0.771
N 1.444 0.922 -1.517
H -0.760 3.483 1.357
H -0.104 4.310 0.115
H -0.389 1.544 0.373
H 2.039 2.882 -0.979
H 2.037 0.281 -1.009
H 1.814 1.068 -2.443
C -0.821 -0.884 1.823
C -0.188 -1.651 0.669
C -1.204 -2.580 0.002
N -0.588 -3.263 -1.145
H -1.151 -1.557 2.614
H -1.691 -0.315 1.487
H -0.137 -0.161 2.272
H 0.145 -0.968 -0.112
H 0.642 -2.271 1.012
H -2.066 -2.021 -0.360
H -1.572 -3.310 0.738
H -1.285 -3.832 -1.600
H 0.172 -3.860 -0.848
```


Need the numbers? Relative energies in kcal/mol: arrangement w 54.7; arrangement x 2.8; arrangement y 0.0.


Arrangement w

Density functional theory data (the ωB97M-V functional and the def2-TZVPD basis) for 2 unconnected molecules or ions with the total composition C5H15N3.

HOMO = -0.2708 Ha
LUMO level = -3.3 eV
molecular weight = 117.20 g/mol

```
23
C5H15N3 (the ωB97M-V functional and the def2-TZVPD basis)
C 0.888 0.348 -1.642
C 0.100 0.442 -0.365
C -1.117 -0.533 -0.395
C -0.645 -1.827 -1.051
N 0.607 -2.448 -0.404
N 0.966 0.208 0.766
C 0.170 0.378 2.030
N -0.980 1.232 1.968
H 0.293 0.354 -2.548
H 1.344 -0.640 -1.591
H 1.730 1.041 -1.623
H -0.368 1.485 -0.251
H -1.390 -0.693 0.677
H -2.066 -0.221 -0.911
H -1.399 -2.613 -1.192
H -0.310 -1.680 -2.096
H 1.082 -0.858 0.713
H 0.169 -2.666 0.512
H 1.243 3.809 -0.197
H 0.973 0.748 2.667
H 0.506 3.696 -0.099
H -1.635 1.038 2.663
H -0.161 -0.601 2.367
```


Arrangement x

Density functional theory data (the ωB97M-V functional and the def2-TZVPD basis) for C5H15N3 in the gas phase.

HOMO = -0.2964 Ha
LUMO level = 1.2 eV
SMILES = CN[C@@H](C)CNCN
molecular weight = 117.20 g/mol

```
23
C5H15N3 (the ωB97M-V functional and the def2-TZVPD basis)
C 1.815 0.430 -0.983
N 1.268 0.796 0.297
C 0.561 -0.181 1.092
C 0.963 -0.084 2.574
C -0.955 -0.002 0.946
N -1.450 0.368 -0.366
C -1.764 -0.731 -1.269
N -1.460 -0.453 -2.652
H 2.127 -0.619 -0.974
H 2.689 1.047 -1.230
H 1.090 0.522 -1.795
H 1.699 1.572 0.770
H 0.920 -1.151 0.721
H 1.738 0.671 2.706
H 0.128 0.223 3.199
H 1.354 -1.020 2.962
H -1.211 0.830 1.615
H -1.587 -0.823 1.282
H -0.867 1.073 -0.793
H -2.834 -0.932 -1.206
H -1.260 -1.656 -0.961
H -2.248 -0.114 -3.177
H -0.717 0.235 -2.757
```


Need the numbers? Relative energies in kcal/mol: arrangement w 173.8; arrangement x 0.0.


Arrangement w

Density functional theory data (the ωB97M-V functional and the def2-TZVPD basis) for C5H15N3 in the gas phase.

HOMO = -0.3281 Ha
LUMO level = 1.1 eV
SMILES = CNC[C@H](N)CCN
molecular weight = 117.20 g/mol

```
23
C5H15N3 (the ωB97M-V functional and the def2-TZVPD basis)
C -2.340 2.366 -0.736
N -0.909 2.085 -0.654
C -0.544 0.896 0.138
C 0.369 -0.063 -0.687
N -0.414 -1.273 -0.945
C 1.618 -0.419 0.117
C 1.502 -1.296 1.346
N 1.642 -2.698 0.971
H -2.833 2.627 0.210
H -2.488 3.179 -1.445
H -2.825 1.462 -1.111
H -0.507 2.881 -0.168
H -1.408 0.280 0.405
H -0.041 1.212 1.055
H 0.684 0.503 -1.558
H -1.306 -1.007 -1.344
H 0.019 -1.975 -1.530
H 2.127 0.523 0.349
H 2.368 -0.881 -0.519
H 0.627 -1.112 1.981
H 2.315 -1.099 1.982
H 0.854 -2.898 0.361
H 1.491 -3.292 1.783
```


Arrangement x

Density functional theory data (the ωB97M-V functional and the def2-TZVPD basis) for 2 unconnected molecules or ions with the total composition C5H15N3.

HOMO = -0.2690 Ha
LUMO level = -3.2 eV
molecular weight = 117.20 g/mol

```
23
C5H15N3 (the ωB97M-V functional and the def2-TZVPD basis)
C 0.141 -1.529 -0.340
N 0.829 -0.308 -0.539
C 0.378 0.633 0.424
C -1.180 0.967 0.429
C -1.580 2.149 1.215
N -2.216 1.833 2.519
C 0.544 -2.619 -1.284
N 1.966 -3.050 -0.958
H -0.904 -1.397 -0.588
H 0.032 -2.037 0.676
H 2.260 3.093 -1.609
H 0.770 1.623 0.398
H 0.476 0.359 1.551
H -1.734 0.167 0.770
H -1.408 1.078 -0.668
H 2.626 3.643 -1.226
H -2.316 2.757 0.516
H -0.734 2.860 1.393
H -3.146 1.711 2.279
H 0.554 -2.406 -2.387
H -0.173 -3.446 -1.090
H 2.151 -3.662 -0.177
H 2.665 -2.420 -1.304
```


Need the numbers? Relative energies in kcal/mol: arrangement w 0.0; arrangement x 179.1.